{"formula": "C5H10O2", "method": "the ωB97M-V functional and the def2-TZVPD basis", "species": ["C", "C", "C", "C", "C", "O", "O", "H", "H", "H", "H", "H", "H", "H", "H", "H", "H"], "coordinates": [[0.569, 0.044, -0.085], [1.100, -0.091, 1.342], [1.259, 1.207, -0.802], [-1.824, -0.767, -0.059], [-0.928, 0.225, -0.071], [0.896, -1.158, -0.783], [-3.167, -0.523, -0.021], [0.515, -1.076, -1.675], [-3.624, -1.375, 0.098], [-1.561, -1.818, -0.053], [-1.301, 1.247, -0.033], [2.187, -0.232, 1.342], [0.866, 0.790, 1.950], [0.678, -0.974, 1.837], [2.342, 1.043, -0.855], [1.081, 2.161, -0.295], [0.910, 1.297, -1.838]], "e_lumo_ev": 0.72, "charge": 0, "smiles": "CC(C)(O)/C=C/O", "e_above_lowest_kcal_mol": 37.5, "homo_energy_ha": -0.3215}

{"formula": "C37H58BrGeN6O3SeSiTi", "method": "the ωB97M-V functional and the def2-TZVPD basis", "species": ["Ti", "C", "O", "C", "C", "C", "C", "C", "C", "O", "C", "O", "C", "H", "H", "H", "H", "H", "H", "H", "H", "H", "Br", "C", "C", "C", "C", "C", "N", "H", "H", "H", "H", "C", "C", "C", "C", "C", "C", "Se", "C", "C", "C", "H", "H", "H", "H", "H", "H", "H", "H", "H", "H", "H", "C", "Ge", "C", "C", "C", "H", "H", "H", "H", "H", "H", "H", "H", "H", "H", "C", "Si", "C", "C", "C", "C", "C", "C", "C", "C", "H", "H", "H", "H", "H", "H", "H", "H", "H", "H", "H", "H", "H", "H", "H", "H", "H", "H", "H", "H", "H", "N", "N", "N", "C", "N", "N", "H", "H", "H"], "coordinates": [[0.197, 0.681, 0.848], [1.243, -5.654, -0.862], [2.446, -5.263, -0.238], [2.536, -3.914, 0.082], [3.803, -3.363, 0.219], [3.964, -2.019, 0.498], [2.862, -1.119, 0.650], [3.083, 0.243, 0.889], [4.426, 0.867, 1.005], [2.029, 1.215, 0.798], [1.589, -1.760, 0.591], [0.458, -1.041, 0.912], [1.436, -3.106, 0.297], [1.429, -6.614, -1.342], [0.931, -4.927, -1.618], [0.427, -5.775, -0.141], [4.669, -4.006, 0.093], [4.968, -1.618, 0.567], [5.009, 0.844, 0.065], [5.042, 0.381, 1.773], [4.309, 1.914, 1.294], [0.423, -3.489, 0.258], [-4.232, -2.610, -1.769], [-3.615, -2.881, 0.015], [-4.154, -3.930, 0.757], [-3.683, -4.092, 2.045], [-2.731, -3.216, 2.529], [-2.278, -2.204, 1.695], [-2.713, -2.047, 0.444], [-4.903, -4.582, 0.332], [-4.065, -4.893, 2.666], [-2.339, -3.307, 3.534], [-1.539, -1.497, 2.043], [-1.368, -3.128, -8.722], [-0.865, -2.469, -7.459], [-1.558, -1.424, -6.860], [-1.085, -0.768, -5.722], [-1.915, 0.328, -5.113], [0.152, -1.145, -5.147], [0.895, -0.220, -3.653], [0.832, -2.247, -5.724], [2.110, -2.755, -5.116], [0.321, -2.874, -6.859], [-2.413, -2.866, -8.910], [-1.299, -4.218, -8.662], [-0.787, -2.814, -9.597], [-2.505, -1.104, -7.294], [-2.793, 0.538, -5.732], [-1.325, 1.239, -4.993], [-2.252, 0.045, -4.112], [1.942, -3.083, -4.086], [2.852, -1.957, -5.051], [2.514, -3.588, -5.700], [0.871, -3.711, -7.288], [2.771, 4.482, 0.286], [1.697, 3.443, -0.981], [2.573, 3.599, -2.722], [-0.006, 4.425, -1.135], [1.418, 1.588, -0.506], [2.761, 5.519, -0.062], [3.805, 4.131, 0.321], [2.357, 4.447, 1.295], [2.489, 4.627, -3.086], [2.093, 2.920, -3.433], [3.630, 3.327, -2.657], [-0.150, 5.096, -0.282], [-0.850, 3.732, -1.169], [-0.015, 5.022, -2.053], [1.762, 0.911, -1.290], [1.738, 2.431, 3.658], [0.099, 1.526, 3.313], [-1.211, 2.920, 3.680], [-0.930, 3.714, 4.959], [-2.663, 2.413, 3.740], [-1.111, 3.874, 2.477], [0.128, 0.154, 4.703], [-1.273, -0.367, 5.054], [0.805, 0.616, 5.997], [0.945, -1.028, 4.150], [1.793, 2.828, 4.675], [1.876, 3.261, 2.959], [2.582, 1.747, 3.503], [-0.993, 3.081, 5.851], [-1.674, 4.518, 5.069], [0.061, 4.180, 4.945], [-2.854, 1.847, 4.654], [-2.909, 1.780, 2.885], [-3.354, 3.271, 3.737], [-0.106, 4.304, 2.382], [-1.823, 4.706, 2.588], [-1.345, 3.360, 1.540], [-1.831, 0.361, 5.647], [-1.195, -1.289, 5.651], [-1.870, -0.591, 4.162], [0.313, 1.491, 6.434], [1.856, 0.869, 5.831], [0.772, -0.196, 6.740], [0.483, -1.473, 3.269], [1.035, -1.812, 4.919], [1.956, -0.725, 3.854], [-4.806, 1.550, 0.234], [-3.626, 0.972, -0.210], [-3.183, 1.225, -1.507], [-1.897, 1.169, -1.395], [-1.483, 1.001, -0.103], [-2.605, 0.922, 0.704], [-5.500, 1.346, -0.471], [-4.686, 2.565, 0.291], [-1.202, 1.216, -2.227]], "e_lumo_ev": [4.02, 4.02], "s2": 0.76, "charge": -2, "multiplicity": 2, "homo_energy_ha": [-0.0149, -0.0152]}